[1]
{
  "formula": "C22H34AlFN5O8",
  "method": "ωB97M-V/def2-TZVPD",
  "relative_energy_ev": 0.544,
  "gap_ev": [4.54, 4.54],
  "largest_force_ha_per_bohr": 0.069,
  "charge": 1,
  "energy_ha": -2076.429622,
  "e_lumo_ev": [-3.7, -3.7],
  "elements": ["O", "H", "Al", "N", "N", "O", "O", "C", "C", "C", "C", "H", "H", "H", "H", "H", "H", "H", "H", "O", "H", "H", "C", "H", "H", "H", "O", "H", "H", "F", "C", "C", "C", "C", "O", "C", "C", "N", "C", "C", "C", "C", "C", "C", "N", "C", "C", "N", "C", "C", "C", "O", "O", "H", "H", "H", "H", "H", "H", "H", "H", "H", "H", "H", "H", "H", "H", "H", "H", "H", "H"],
  "positions_angstrom": [[-1.559, -2.621, 2.238], [-1.143, -2.429, 3.097], [-0.115, -0.188, 0.166], [-0.240, -0.372, -1.861], [-0.526, 1.787, -0.800], [0.555, -1.190, -2.465], [-0.332, 3.079, -0.379], [-1.006, 0.446, -2.605], [-1.166, 1.712, -1.969], [-1.371, 0.105, -3.992], [-1.742, 2.910, -2.607], [-1.436, -0.983, -4.102], [-0.605, 0.479, -4.683], [-2.329, 0.558, -4.276], [-1.661, 3.742, -1.905], [-2.791, 2.733, -2.865], [-1.190, 3.147, -3.525], [0.442, -2.475, -0.915], [0.381, 3.026, 0.332], [1.815, 0.267, -0.582], [1.947, -0.083, -1.491], [2.228, 1.149, -0.493], [-2.012, -0.463, 0.683], [-2.105, -1.118, 1.554], [-2.605, -0.885, -0.138], [-2.460, 0.505, 0.952], [-0.301, -2.349, -0.283], [-0.819, -2.739, 1.607], [-1.054, -2.839, -0.661], [2.353, -5.194, 4.265], [2.803, -3.909, 4.052], [2.194, -3.166, 3.067], [2.607, -1.817, 2.896], [1.866, -0.854, 2.144], [0.940, -1.253, 1.355], [2.215, 0.527, 2.261], [3.473, 0.850, 2.714], [4.318, -0.110, 3.198], [5.649, 0.217, 3.513], [6.276, 1.358, 2.780], [5.884, 1.511, 4.215], [3.789, -1.370, 3.531], [4.366, -2.133, 4.542], [3.814, -3.386, 4.895], [4.230, -3.993, 6.071], [4.381, -3.168, 7.259], [5.710, -3.493, 7.928], [5.719, -4.958, 8.154], [5.454, -5.851, 7.000], [4.147, -5.408, 6.356], [1.282, 1.560, 1.720], [1.715, 2.664, 1.307], [0.064, 1.144, 1.607], [1.408, -3.588, 2.443], [3.833, 1.877, 2.667], [6.286, -0.629, 3.763], [7.339, 1.270, 2.576], [5.681, 1.876, 2.025], [5.002, 2.109, 4.450], [6.677, 1.522, 4.959], [5.216, -1.739, 5.100], [3.547, -3.370, 7.965], [4.341, -2.107, 6.979], [6.568, -3.252, 7.294], [5.810, -2.982, 8.891], [6.604, -5.227, 8.587], [4.963, -5.137, 8.816], [5.393, -6.876, 7.368], [6.303, -5.758, 6.321], [3.309, -5.595, 7.052], [3.979, -5.969, 5.436]],
  "lowdin_charge": [-0.09, 0.06, 0.01, -0.15, 0.02, -0.17, -0.04, -0.24, -0.23, -0.03, 0.00, 0.09, 0.09, 0.09, 0.08, 0.10, 0.10, 0.09, 0.07, 0.06, 0.11, 0.11, -0.12, -0.02, 0.02, 0.02, -0.05, 0.01, 0.12, 0.05, -0.15, 0.12, -0.03, -0.19, 0.04, -0.01, 0.08, 0.01, -0.28, -0.07, -0.08, -0.10, 0.06, -0.13, -0.10, -0.12, -0.09, 0.05, -0.08, -0.12, -0.53, 0.03, 0.03, 0.15, 0.14, 0.15, 0.11, 0.11, 0.12, 0.11, 0.12, 0.15, 0.13, 0.15, 0.15, 0.19, 0.18, 0.15, 0.15, 0.15, 0.14]
}



[2]
{
  "formula": "C22H34As2F3N4O3SZr",
  "method": "ωB97M-V/def2-TZVPD",
  "relative_energy_ev": 0.343,
  "gap_ev": 7.86,
  "largest_force_ha_per_bohr": 0.035,
  "charge": 3,
  "energy_ha": -6519.069097,
  "e_lumo_ev": -9.5,
  "elements": ["Zr", "C", "C", "N", "C", "C", "C", "C", "C", "C", "C", "N", "C", "C", "N", "N", "H", "H", "H", "H", "H", "H", "H", "H", "H", "H", "H", "H", "H", "H", "H", "H", "H", "H", "C", "As", "C", "C", "C", "C", "C", "C", "C", "As", "C", "C", "H", "H", "H", "H", "H", "H", "H", "H", "H", "H", "H", "H", "H", "H", "H", "H", "F", "C", "F", "F", "S", "O", "O", "O"],
  "positions_angstrom": [[0.360, -0.206, 0.426], [1.855, 2.702, 0.197], [2.345, 1.917, -0.987], [2.403, 0.457, -0.674], [3.587, 0.052, 0.128], [3.313, 0.132, 1.595], [4.334, 0.242, 2.512], [4.023, 0.266, 3.863], [2.695, 0.189, 4.255], [1.720, 0.081, 3.289], [0.274, -0.037, 3.655], [-0.610, 0.419, 2.548], [-0.906, 1.879, 2.618], [0.230, 2.665, 2.023], [0.524, 2.183, 0.639], [2.016, 0.048, 1.968], [1.797, 3.762, -0.054], [2.539, 2.609, 1.038], [3.323, 2.283, -1.303], [1.663, 2.041, -1.824], [2.513, -0.019, -1.565], [4.460, 0.650, -0.137], [3.815, -0.985, -0.124], [5.361, 0.306, 2.174], [4.808, 0.355, 4.604], [2.420, 0.216, 5.301], [0.065, 0.522, 4.567], [0.049, -1.083, 3.858], [-1.483, -0.085, 2.672], [-1.082, 2.193, 3.648], [-1.819, 2.063, 2.064], [1.137, 2.536, 2.611], [-0.001, 3.731, 2.020], [-0.177, 2.605, 0.028], [-3.526, -0.935, 0.927], [-2.341, 0.198, -0.107], [-3.232, 1.910, 0.058], [-2.819, -0.237, -1.923], [-4.165, -0.290, -2.266], [-4.534, -0.555, -3.576], [-3.560, -0.756, -4.547], [-2.218, -0.707, -4.204], [-1.846, -0.450, -2.889], [0.006, -0.473, -2.392], [0.793, 0.706, -3.711], [0.610, -2.169, -3.116], [-4.546, -0.658, 0.676], [-3.388, -0.802, 1.999], [-3.345, -1.973, 0.661], [-4.083, 1.871, -0.615], [-2.593, 2.740, -0.240], [-3.587, 2.061, 1.075], [-4.939, -0.129, -1.526], [-5.583, -0.603, -3.839], [-3.847, -0.954, -5.571], [-1.473, -0.876, -4.972], [0.521, 0.297, -4.680], [1.880, 0.725, -3.643], [0.398, 1.716, -3.627], [0.472, -2.112, -4.193], [0.010, -2.980, -2.714], [1.662, -2.340, -2.897], [1.427, -4.697, 1.401], [0.367, -4.598, 0.637], [-0.691, -5.130, 1.190], [0.591, -5.064, -0.567], [0.025, -2.760, 0.424], [-0.257, -2.064, 1.701], [-1.038, -2.488, -0.519], [1.297, -2.112, -0.049]],
  "lowdin_charge": [1.48, -0.15, -0.16, -0.16, -0.10, -0.24, 0.04, 0.04, 0.04, -0.23, -0.10, -0.16, -0.16, -0.15, -0.13, 0.03, 0.15, 0.12, 0.15, 0.09, 0.09, 0.15, 0.15, 0.14, 0.14, 0.14, 0.15, 0.14, 0.09, 0.15, 0.08, 0.12, 0.15, 0.12, -0.22, 1.12, -0.24, -0.42, -0.08, -0.02, -0.02, -0.07, -0.41, 1.13, -0.25, -0.22, 0.05, 0.04, 0.05, 0.05, 0.04, 0.05, 0.11, 0.13, 0.13, 0.11, 0.05, 0.04, 0.05, 0.05, 0.04, 0.05, 0.22, -0.67, 0.23, 0.22, 0.58, -0.35, -0.33, -0.43]
}



[3]
{
  "formula": "C22H34BF4LiO10",
  "method": "ωB97M-V/def2-TZVPD",
  "relative_energy_ev": 1.158,
  "gap_ev": 6.36,
  "largest_force_ha_per_bohr": 0.227,
  "energy_ha": -2042.902689,
  "e_lumo_ev": -1.0,
  "elements": ["Li", "B", "F", "F", "F", "F", "C", "O", "H", "H", "H", "H", "C", "O", "H", "H", "H", "H", "C", "O", "H", "H", "H", "H", "C", "O", "H", "H", "H", "H", "C", "C", "C", "C", "C", "C", "O", "O", "H", "H", "H", "H", "H", "H", "C", "C", "C", "C", "C", "C", "O", "O", "H", "H", "H", "H", "H", "H", "C", "C", "C", "C", "C", "C", "O", "O", "H", "H", "H", "H", "H", "H"],
  "positions_angstrom": [[0.112, -5.026, -0.054], [-0.423, -1.541, 0.037], [-1.069, -1.361, 1.175], [-1.193, -0.999, -1.096], [0.834, -0.918, 0.157], [-0.372, -2.976, -0.099], [2.808, -3.921, -0.052], [2.050, -5.175, -0.226], [2.157, -3.061, -0.093], [3.583, -3.719, -0.757], [3.295, -3.831, 1.051], [2.650, -5.842, -0.575], [-0.213, -2.339, 4.144], [-0.985, -1.180, 3.920], [0.018, -2.355, 5.195], [0.673, -2.502, 3.435], [-0.804, -3.157, 3.874], [-1.039, -1.116, 3.100], [-4.594, -0.796, 0.515], [-3.848, -1.932, 0.953], [-5.530, -0.916, 1.144], [-5.101, -0.659, -0.386], [-4.094, 0.169, 0.491], [-2.885, -1.608, 0.950], [-1.835, -5.246, 1.913], [-0.368, -5.466, 1.934], [-1.948, -4.946, 3.011], [-2.485, -6.097, 1.832], [-2.277, -4.556, 1.416], [-0.124, -5.958, 2.745], [-1.376, 3.410, -5.295], [-0.748, 2.222, -4.892], [-1.290, 1.378, -3.853], [-2.731, 1.612, -3.513], [-3.274, 2.848, -3.913], [-2.696, 3.721, -4.882], [-3.290, 4.845, -5.382], [-0.633, 0.306, -3.338], [-0.925, 4.253, -5.912], [0.305, 2.000, -5.256], [-2.997, 0.931, -2.767], [-4.476, 3.128, -3.626], [-2.816, 5.366, -6.001], [-1.264, 0.007, -2.563], [4.691, 1.072, 1.948], [6.038, 0.866, 1.595], [6.496, 0.563, 0.315], [5.510, 0.259, -0.630], [4.164, 0.234, -0.365], [3.770, 0.680, 0.975], [2.453, 0.755, 1.279], [7.797, 0.375, 0.098], [4.388, 1.476, 2.886], [6.833, 0.862, 2.371], [5.859, 0.098, -1.766], [3.595, -0.268, -1.090], [1.913, 0.083, 0.980], [8.050, 0.148, -0.714], [-1.508, 1.993, 0.943], [-2.327, 2.722, 1.858], [-2.188, 4.134, 1.841], [-1.196, 4.835, 1.026], [-0.440, 4.025, 0.137], [-0.663, 2.621, 0.008], [0.165, 1.750, -0.684], [-3.023, 4.838, 2.706], [-1.143, 1.127, 0.958], [-3.074, 2.097, 2.482], [-1.331, 5.905, 0.999], [0.359, 4.437, -0.497], [-0.248, 0.983, -1.047], [-3.686, 4.335, 2.893]],
  "lowdin_charge": [0.78, -1.19, 0.21, 0.07, 0.14, 0.05, -0.09, -0.20, 0.05, 0.07, 0.14, 0.09, -0.12, -0.02, 0.08, 0.11, 0.03, -0.10, -0.17, -0.13, 0.10, 0.04, 0.07, 0.07, -0.07, -0.19, 0.11, 0.08, 0.00, 0.11, -0.05, -0.03, -0.30, -0.01, -0.04, -0.34, 0.03, 0.00, 0.13, 0.12, 0.07, 0.17, 0.08, 0.11, 0.00, -0.02, -0.36, -0.06, 0.00, -0.28, 0.06, 0.09, 0.11, 0.12, 0.15, 0.09, 0.01, 0.03, -0.01, 0.01, -0.27, 0.01, 0.00, -0.26, 0.03, 0.07, 0.02, 0.14, 0.10, 0.11, 0.04, -0.02]
}